This record from the Open Molecules 2025 dataset describes 6 unconnected molecules or ions with the total composition C39H57ClN6O5S2 in a non-equilibrium geometry. The level of theory is wB97M-V/def2-TZVPD.

```
110
C39H57ClN6O5S2 wB97M-V/def2-TZVPD
C 0.47 7.84 2.33
C 1.25 7.69 1.00
O 1.53 6.32 0.73
C 1.45 6.06 -0.62
O 2.44 6.11 -1.28
C 0.07 5.67 -1.16
C 0.01 5.80 -2.69
C -0.50 4.55 -3.44
C 0.11 3.20 -3.01
O -0.77 2.63 -2.02
C -0.79 1.27 -2.02
O -1.05 0.61 -2.98
C -0.53 0.56 -0.68
C -1.65 -0.53 -0.52
C -1.12 -1.88 -1.08
S -0.68 -3.06 0.24
C 0.84 -3.88 -0.32
S 2.03 -2.95 -0.95
N 0.84 -5.27 -0.13
C 1.88 -5.96 -0.89
C 3.26 -6.00 -0.21
O 3.23 -6.54 1.12
C 1.92 -6.79 1.58
C 0.92 -5.65 1.31
C 1.60 3.24 -2.60
Cl 1.89 2.85 -0.86
C 2.39 2.18 -3.41
C 3.92 2.32 -3.29
H 0.24 6.82 2.67
H 1.05 8.37 3.09
H -0.48 8.35 2.17
H 0.67 8.18 0.20
H 2.21 8.22 1.11
H -0.64 6.34 -0.66
H -0.13 4.66 -0.78
H -0.70 6.61 -2.91
H 0.96 6.11 -3.14
H -0.26 4.69 -4.50
H -1.58 4.43 -3.39
H 0.05 2.54 -3.89
H -0.64 1.26 0.16
H 0.47 0.13 -0.63
H -1.97 -0.59 0.53
H -2.51 -0.22 -1.11
H -1.89 -2.32 -1.71
H -0.27 -1.67 -1.72
H 1.53 -6.99 -1.04
H 2.00 -5.55 -1.90
H 3.94 -6.62 -0.82
H 3.72 -5.02 -0.14
H 1.98 -6.92 2.67
H 1.57 -7.75 1.18
H 1.23 -4.77 1.88
H -0.06 -5.98 1.66
H 2.09 4.20 -2.79
H 2.11 1.20 -3.00
H 2.08 2.19 -4.46
H 4.28 3.17 -3.87
H 4.22 2.37 -2.24
H 4.35 1.38 -3.67
C -5.97 1.48 0.38
C -5.15 1.28 -0.76
C -5.89 0.59 -1.68
N -7.12 0.37 -1.15
C -7.19 0.91 0.11
H -5.70 1.98 1.30
H -4.13 1.60 -0.88
H -5.64 0.25 -2.67
H -7.87 -0.12 -1.61
H -8.08 0.83 0.70
C 7.74 -0.42 -2.37
C 8.51 -0.62 -3.54
C 7.72 -1.30 -4.43
N 6.51 -1.52 -3.84
C 6.51 -0.99 -2.58
H 8.05 0.08 -1.47
H 9.52 -0.30 -3.72
H 7.92 -1.64 -5.44
H 5.74 -2.01 -4.26
H 5.63 -1.06 -1.95
C 7.33 -7.41 4.55
C 6.23 -7.23 5.42
C 5.14 -6.96 4.63
N 5.54 -6.97 3.33
C 6.88 -7.25 3.27
H 8.35 -7.64 4.84
H 6.23 -7.28 6.49
H 4.11 -6.76 4.89
H 4.95 -6.81 2.53
H 7.39 -7.31 2.32
C -10.89 4.46 1.19
C -9.78 5.18 1.68
C -8.65 4.64 1.12
N -9.04 3.61 0.31
C -10.41 3.49 0.34
H -11.93 4.62 1.42
H -9.80 6.01 2.37
H -7.61 4.89 1.23
H -8.42 3.02 -0.22
H -10.91 2.74 -0.23
C -1.90 -2.96 4.81
C -2.99 -2.84 5.71
C -4.11 -2.63 4.96
N -3.74 -2.60 3.64
C -2.39 -2.80 3.54
H -0.86 -3.13 5.06
H -2.95 -2.92 6.78
H -5.14 -2.49 5.25
H -4.36 -2.45 2.87
H -1.91 -2.82 2.58
```

Properties
LUMO: -0.40 eV
Kohn-Sham gap: 7.608 eV
SMILES: CCOC(=O)CCC[C@H](OC(=O)CCCSC(=S)N1CCOCC1)[C@@H](Cl)CC.c1cc[nH]c1.c1cc[nH]c1.c1cc[nH]c1.c1cc[nH]c1.c1cc[nH]c1
largest force on an atom: 1.856 eV Å⁻¹

This record from the Open Molecules 2025 dataset describes a molecular structure, C39H58ClN4O3ReS. The level of theory is wB97M-V/def2-TZVPD.

```
107
C39H58ClN4O3ReS wB97M-V/def2-TZVPD
Re 0.81 -1.34 0.14
C 3.83 -2.40 -0.60
N 3.10 -1.89 0.60
C 3.29 -2.91 1.66
C 3.76 -0.63 1.05
C 2.75 0.35 1.61
N 1.64 0.60 0.64
C 0.64 1.51 1.32
C -0.10 0.93 2.47
C 0.00 1.41 3.76
C -0.86 0.94 4.76
C -1.85 0.05 4.37
C -1.99 -0.47 3.08
C -1.02 -0.07 2.15
O -0.94 -0.56 0.91
C -3.20 -1.31 2.66
C -2.80 -2.71 2.18
C -4.19 -1.49 3.81
C -3.93 -0.58 1.52
C -0.69 1.43 6.19
C 0.73 1.08 6.67
C -1.69 0.77 7.15
C -0.89 2.95 6.25
C 2.19 1.38 -0.53
C 1.42 1.28 -1.81
C 0.97 2.41 -2.47
C 0.45 2.31 -3.76
C 0.50 1.06 -4.36
C 0.96 -0.10 -3.75
C 1.36 0.02 -2.41
O 1.69 -1.03 -1.62
C 1.14 -1.40 -4.54
C 2.65 -1.74 -4.56
C 0.68 -1.25 -5.99
C 0.38 -2.58 -3.94
C -0.06 3.52 -4.54
C 0.84 3.74 -5.77
C -1.50 3.27 -5.01
C -0.05 4.80 -3.70
H 4.87 -2.59 -0.33
H 3.78 -1.67 -1.40
H 3.37 -3.33 -0.93
H 3.00 -2.51 2.62
H 2.70 -3.80 1.43
H 4.35 -3.18 1.70
H 4.31 -0.20 0.22
H 4.49 -0.85 1.83
H 3.23 1.30 1.84
H 2.30 -0.04 2.52
H -0.06 1.80 0.53
H 1.20 2.40 1.63
H 0.74 2.18 3.99
H -2.56 -0.27 5.12
H -2.40 -3.31 3.00
H -2.05 -2.66 1.39
H -3.68 -3.23 1.80
H -3.75 -2.02 4.66
H -5.04 -2.08 3.47
H -4.58 -0.53 4.17
H -3.29 -0.50 0.64
H -4.22 0.42 1.83
H -4.83 -1.13 1.24
H 0.91 0.01 6.61
H 0.86 1.39 7.71
H 1.49 1.59 6.08
H -1.58 -0.31 7.16
H -2.72 1.02 6.89
H -1.51 1.14 8.16
H -0.16 3.47 5.63
H -0.78 3.31 7.27
H -1.89 3.22 5.89
H 3.19 1.01 -0.72
H 2.28 2.42 -0.21
H 1.03 3.37 -1.97
H 0.16 0.99 -5.39
H 3.22 -0.90 -4.97
H 2.83 -2.62 -5.18
H 3.01 -1.95 -3.55
H 1.25 -0.49 -6.53
H -0.38 -1.00 -6.05
H 0.83 -2.20 -6.51
H 0.71 -2.80 -2.92
H 0.55 -3.48 -4.54
H -0.70 -2.39 -3.93
H 0.82 2.88 -6.44
H 1.88 3.90 -5.46
H 0.50 4.61 -6.33
H -1.58 2.36 -5.61
H -1.85 4.10 -5.61
H -2.17 3.16 -4.15
H 0.96 5.08 -3.40
H -0.66 4.69 -2.80
H -0.46 5.62 -4.28
Cl -3.45 0.51 -3.33
C -2.66 -0.81 -2.56
C -3.17 -2.09 -2.64
C -2.48 -3.11 -2.00
C -1.32 -2.81 -1.33
N -0.84 -1.56 -1.26
C -1.50 -0.57 -1.85
H -4.08 -2.28 -3.19
H -2.84 -4.13 -2.03
H -0.75 -3.59 -0.82
H -1.10 0.44 -1.74
O 1.24 -1.87 4.21
S 0.41 -2.58 3.26
N 0.63 -2.25 1.82
```

Properties
LUMO (alpha / beta): -3.39 / -3.59 eV
Kohn-Sham gap (alpha / beta): 6.838 / 6.559 eV
relative energy (zero: lowest compared OMol25 entry of this formula, charge and spin): 0.0000 eV
total charge: +1
spin multiplicity: 2
⟨S²⟩: 0.756
largest force on an atom: 0.779 eV Å⁻¹

This record from the Open Molecules 2025 dataset describes a molecular structure, C39H59IInN9O2S2SbSi3. The level of theory is wB97M-V/def2-TZVPD.

```
117
C39H59IInN9O2S2SbSi3 wB97M-V/def2-TZVPD
In 0.49 -0.48 1.07
C -4.13 1.70 -1.59
Sb -2.12 1.93 -0.73
C -2.38 -0.07 0.06
C -2.39 -1.30 -0.72
C -2.53 -1.37 -2.11
C -2.58 -2.59 -2.75
C -2.47 -3.75 -2.00
C -2.35 -3.61 -0.62
N -2.33 -2.44 0.01
Si -3.44 -0.18 1.61
C -2.80 -1.30 2.98
C -3.70 1.53 2.33
C -5.09 -0.90 1.09
C -0.72 1.87 -2.51
C -0.18 0.48 -2.76
C 0.05 -0.02 -4.05
C 0.60 -1.28 -4.21
C 0.92 -2.03 -3.08
C 0.66 -1.46 -1.84
N 0.15 -0.25 -1.68
Si 0.85 2.85 -1.99
C 1.62 2.27 -0.39
C 0.50 4.68 -1.78
C 2.17 2.57 -3.30
Si -1.62 2.72 -3.95
C -2.85 1.59 -4.82
C -0.53 3.37 -5.35
C -2.49 4.30 -3.39
H -4.81 1.93 -0.76
H -4.32 0.68 -1.91
H -4.35 2.38 -2.40
H -2.60 -0.46 -2.68
H -2.68 -2.63 -3.83
H -2.48 -4.73 -2.45
H -2.28 -4.49 0.01
H -1.72 -1.23 3.12
H -3.06 -2.33 2.75
H -3.27 -1.02 3.92
H -2.75 2.06 2.41
H -4.11 1.44 3.34
H -4.39 2.14 1.74
H -4.96 -1.92 0.76
H -5.55 -0.34 0.27
H -5.79 -0.90 1.93
H -0.20 0.57 -4.91
H 0.79 -1.67 -5.20
H 1.36 -3.01 -3.14
H 0.87 -2.02 -0.94
H 1.27 2.86 0.46
H 2.71 2.38 -0.46
H 1.42 1.22 -0.19
H -0.38 4.84 -1.16
H 0.37 5.22 -2.71
H 1.35 5.13 -1.26
H 2.63 1.59 -3.14
H 2.96 3.32 -3.20
H 1.81 2.60 -4.32
H -2.40 1.13 -5.70
H -3.70 2.19 -5.17
H -3.25 0.79 -4.20
H 0.04 2.60 -5.86
H 0.16 4.14 -5.02
H -1.20 3.82 -6.08
H -3.24 4.18 -2.62
H -2.98 4.73 -4.27
H -1.77 5.03 -3.03
O -0.34 1.62 1.76
N 0.30 2.66 2.26
C -0.43 3.78 2.44
C 0.12 4.92 2.97
C 1.47 4.90 3.33
C 2.20 3.76 3.12
C 1.63 2.60 2.57
S 2.54 1.19 2.25
H -1.46 3.69 2.12
H -0.50 5.79 3.10
H 1.93 5.78 3.76
H 3.25 3.72 3.38
I -1.09 1.19 5.46
C 0.28 -0.41 5.48
C 0.99 -0.64 6.65
C 1.92 -1.67 6.64
C 2.10 -2.39 5.47
C 1.34 -2.06 4.36
N 0.43 -1.08 4.37
H 0.82 -0.04 7.53
H 2.50 -1.88 7.52
H 2.82 -3.19 5.41
H 1.48 -2.58 3.42
S 3.61 -0.75 -0.82
C 5.06 -0.27 -0.19
N 6.21 -0.11 -0.90
C 7.36 0.17 -0.05
C 6.68 0.55 1.28
N 5.33 0.04 1.10
H 6.29 -0.57 -1.79
H 7.95 1.00 -0.45
H 8.01 -0.70 0.06
H 6.69 1.63 1.44
H 7.17 0.08 2.13
H 4.57 0.34 1.70
C -0.85 -6.80 1.66
N -0.01 -5.84 0.98
C 0.93 -6.13 -0.08
C 1.43 -4.72 -0.42
O 2.24 -4.49 -1.29
N 0.79 -3.80 0.39
C -0.04 -4.50 1.14
N -0.86 -3.92 2.05
H -0.51 -7.80 1.40
H -1.90 -6.71 1.37
H -0.77 -6.68 2.74
H 0.45 -6.57 -0.95
H 1.75 -6.77 0.24
H -1.06 -2.95 1.87
H -1.65 -4.45 2.37
```

Properties
LUMO (alpha / beta): 0.42 / -0.78 eV
Kohn-Sham gap (alpha / beta): 7.007 / 6.091 eV
relative energy (zero: lowest compared OMol25 entry of this formula, charge and spin): 0.0000 eV
spin multiplicity: 2
⟨S²⟩: 0.770
largest force on an atom: 0.878 eV Å⁻¹

This record from the Open Molecules 2025 dataset describes a molecular structure, C39H60BGeN10O2S3Ta. The level of theory is wB97M-V/def2-TZVPD.

```
117
C39H60BGeN10O2S3Ta wB97M-V/def2-TZVPD
Ta -0.34 1.14 -1.01
C -2.01 1.06 -7.24
C -1.53 1.59 -5.89
C -1.01 3.01 -6.07
C -2.68 1.50 -4.88
N -0.40 0.70 -5.40
C 0.05 -0.42 -6.07
C 1.08 -0.93 -5.36
N 1.28 -0.15 -4.24
B 2.47 -0.46 -3.29
N 3.11 0.79 -2.63
C 4.05 1.51 -3.32
C 4.44 2.54 -2.55
N 3.74 2.46 -1.36
C 2.93 1.39 -1.45
S 1.87 0.84 -0.15
C 3.87 3.48 -0.24
C 4.39 2.78 1.01
C 2.50 4.14 -0.03
C 4.87 4.55 -0.66
N 2.09 -1.57 -2.26
C 3.05 -2.51 -1.95
C 2.43 -3.58 -1.40
N 1.08 -3.32 -1.38
C 0.90 -2.08 -1.88
S -0.61 -1.17 -1.77
C 0.13 -4.46 -1.04
C 0.49 -5.63 -1.96
C 0.37 -4.81 0.43
C -1.33 -4.11 -1.26
C 0.36 0.83 -4.29
S 0.17 2.09 -3.10
H -2.80 1.72 -7.59
H -2.43 0.06 -7.17
H -1.22 1.08 -7.99
H -1.79 3.62 -6.52
H -0.15 3.03 -6.74
H -0.74 3.49 -5.13
H -3.54 2.05 -5.28
H -2.43 1.96 -3.92
H -2.99 0.46 -4.74
H -0.37 -0.74 -7.00
H 1.72 -1.78 -5.57
H 3.31 -0.94 -3.99
H 4.39 1.21 -4.30
H 5.17 3.30 -2.73
H 3.76 1.95 1.32
H 4.41 3.50 1.83
H 5.40 2.41 0.86
H 1.79 3.47 0.45
H 2.10 4.51 -0.97
H 2.64 5.00 0.63
H 5.87 4.14 -0.83
H 4.96 5.26 0.16
H 4.54 5.11 -1.54
H 4.09 -2.35 -2.17
H 2.84 -4.51 -1.06
H 1.49 -6.00 -1.81
H 0.37 -5.35 -3.01
H -0.20 -6.45 -1.76
H 1.38 -5.19 0.61
H -0.33 -5.59 0.73
H 0.22 -3.93 1.06
H -1.53 -3.75 -2.27
H -1.70 -3.38 -0.53
H -1.90 -5.02 -1.12
N -1.94 -1.49 2.14
C -3.06 -0.60 1.70
C -3.34 -0.53 0.20
N -2.57 0.47 -0.62
H -2.28 -2.45 2.15
H -1.15 -1.46 1.50
H -2.89 0.39 2.12
H -3.95 -0.99 2.17
H -4.39 -0.25 0.12
H -3.24 -1.51 -0.28
H -2.98 1.38 -0.42
H -2.87 0.30 -1.59
C -0.52 3.96 3.82
C -0.27 3.12 2.62
N 0.51 2.10 2.55
O 1.14 1.82 3.72
C -0.93 3.45 1.33
C -1.60 4.76 1.15
N -0.86 2.58 0.39
O -1.38 2.81 -0.89
H 0.12 3.66 4.65
H -1.56 3.87 4.14
H -0.34 5.01 3.61
H 1.73 1.08 3.52
H -2.34 4.91 1.94
H -2.07 4.86 0.18
H -0.86 5.55 1.28
Ge -1.46 -1.03 4.12
C 0.23 -1.83 4.50
C 0.64 -3.10 4.08
C 1.80 -3.66 4.60
C 2.55 -2.98 5.55
C 2.14 -1.73 5.99
C 0.99 -1.15 5.46
C -3.08 -1.57 4.97
C -3.65 -0.74 5.94
C -4.81 -1.12 6.59
C -5.41 -2.34 6.28
C -4.85 -3.17 5.32
C -3.69 -2.79 4.67
H -1.35 0.48 3.92
H 0.05 -3.67 3.38
H 2.11 -4.65 4.28
H 3.44 -3.43 5.97
H 2.71 -1.20 6.74
H 0.68 -0.18 5.83
H -3.20 0.21 6.19
H -5.25 -0.48 7.35
H -6.32 -2.64 6.79
H -5.31 -4.12 5.10
H -3.24 -3.49 3.97
```

Properties
LUMO: -11.57 eV
Kohn-Sham gap: 5.957 eV
relative energy (zero: lowest compared OMol25 entry of this formula, charge and spin): 0.0000 eV
total charge: +4
largest force on an atom: 0.926 eV Å⁻¹

Which value of largest force on an atom does entry 4 give?
0.926 eV Å⁻¹